Entry 1:
Below is a cluster of 9 separate species, C8H34O9 in total in a non-equilibrium geometry, with properties calculated with ωB97M-V/def2-TZVPD.

Computed properties:
LUMO level = 0.373 eV
maximum force = 0.0300 hartree/bohr
structure (SMILES) = CCO.CCO.CCO.CCO.O.O.O.O.O
molar mass = 274.351 Da
orbital gap = 10.351 eV
total energy = -27274.3115 eV
relative energy (zero: lowest compared OMol25 entry of this formula, charge and spin) = 37.8 kJ/mol

XYZ file:
```
51
Properties=species:S:1:pos:R:3:nbo_charge:R:1
C 10.436 -21.528 20.698 -0.646
C 11.760 -22.211 20.404 -0.074
O 11.723 -23.626 20.543 -0.741
H 10.684 -20.565 21.149 0.222
H 9.780 -22.054 21.389 0.224
H 9.898 -21.328 19.772 0.207
H 12.538 -21.933 21.117 0.179
H 12.173 -21.907 19.440 0.177
H 11.334 -24.005 19.749 0.479
C 19.371 -23.575 19.758 -0.641
C 20.137 -23.573 18.442 -0.070
O 19.554 -22.609 17.553 -0.730
H 18.492 -24.211 19.653 0.216
H 19.164 -22.601 20.197 0.220
H 19.967 -24.074 20.528 0.207
H 20.232 -24.584 18.043 0.165
H 21.158 -23.289 18.712 0.156
H 20.272 -22.380 16.956 0.481
C 15.992 -25.796 20.762 -0.643
C 14.880 -24.889 20.222 -0.071
O 14.387 -23.959 21.202 -0.792
H 16.433 -26.358 19.939 0.220
H 15.603 -26.443 21.549 0.214
H 16.800 -25.211 21.204 0.212
H 14.037 -25.449 19.815 0.166
H 15.286 -24.351 19.362 0.187
H 13.429 -23.929 21.049 0.515
C 17.578 -19.821 24.902 -0.631
C 17.153 -20.779 26.002 -0.056
O 16.926 -20.036 27.193 -0.732
H 16.728 -19.182 24.654 0.214
H 17.835 -20.325 23.969 0.210
H 18.430 -19.170 25.095 0.214
H 17.980 -21.472 26.185 0.150
H 16.253 -21.349 25.769 0.163
H 16.266 -20.468 27.739 0.467
O 15.769 -18.871 20.856 -0.964
H 15.657 -19.783 21.152 0.493
H 15.128 -18.765 20.149 0.461
O 16.945 -21.818 18.414 -0.976
H 17.812 -22.224 18.287 0.477
H 16.936 -21.525 19.334 0.487
O 16.046 -21.775 21.208 -1.020
H 16.706 -21.968 21.891 0.497
H 15.368 -22.455 21.328 0.499
O 15.198 -24.906 23.845 -0.966
H 15.016 -24.766 22.907 0.488
H 14.565 -24.345 24.300 0.466
O 18.019 -22.703 22.911 -0.951
H 18.882 -22.312 22.745 0.479
H 18.209 -23.595 23.214 0.492
```

***

Entry 2:
Below is an isolated molecule of C6H9N, with properties calculated with ωB97M-V/def2-TZVPD.

Computed properties:
LUMO level = 1.030 eV
maximum force = 0.0095 hartree/bohr
structure (SMILES) = CC#CC[C@H]1CN1
molar mass = 95.145 Da
orbital gap = 10.434 eV
total energy = -7855.3522 eV
relative energy (zero: lowest compared OMol25 entry of this formula, charge and spin) = 270.9 kJ/mol

XYZ file:
```
16
Properties=species:S:1:pos:R:3:nbo_charge:R:1
C 2.706 0.778 1.959 -0.681
C 1.788 0.139 1.013 -0.001
C 1.023 -0.380 0.239 -0.028
C 0.026 -0.978 -0.659 -0.476
C -1.376 -0.557 -0.264 -0.068
C -1.971 0.685 -0.802 -0.262
N -2.399 -0.624 -1.299 -0.594
H 2.701 1.867 1.833 0.233
H 3.733 0.426 1.814 0.233
H 2.417 0.558 2.992 0.233
H 0.111 -2.073 -0.639 0.232
H 0.201 -0.666 -1.696 0.237
H -1.658 -0.836 0.752 0.196
H -1.416 1.278 -1.527 0.197
H -2.626 1.261 -0.150 0.194
H -3.298 -0.895 -0.913 0.354
```

***

Entry 3:
Below is the ion CH6N3OS with charge +1 in a non-equilibrium geometry, with properties calculated with ωB97M-V/def2-TZVPD.

Computed properties:
LUMO level = -3.781 eV
total charge = +1
maximum force = 0.1019 hartree/bohr
structure (SMILES) = NC(N)=[NH+]OS
molar mass = 108.146 Da
orbital gap = 10.154 eV
total energy = -18478.2932 eV
relative energy (zero: lowest compared OMol25 entry of this formula, charge and spin) = 197.5 kJ/mol

XYZ file:
```
12
Properties=species:S:1:pos:R:3:nbo_charge:R:1
N 1.677 0.498 -0.141 -0.766
C 0.452 -0.024 0.260 0.662
N 0.136 -0.805 1.363 -0.747
N -0.609 0.245 -0.550 -0.316
O -1.854 -0.582 -0.543 -0.488
S -3.225 0.183 -0.001 0.381
H 2.552 0.543 0.421 0.452
H 1.725 0.902 -1.039 0.422
H 0.820 -1.290 1.964 0.452
H -0.816 -0.930 1.369 0.417
H -0.561 0.883 -1.316 0.418
H -3.340 -0.391 1.284 0.113
```